C10H30O9PRb | ωB97M-V with the def2-TZVPD basis set

Summary:
ΔE to the lowest compared entry with this formula, charge and spin ... 0.000 eV
E_LUMO ... 3.7016 eV
Calculated total energy ... -1441.705947 Eh

ORCA input file:
```
! RIJCOSX wB97M-V def2-TZVPD def2/J DEFGRID3
* xyz -2 1
Rb 5.907 10.121 -16.269
P 8.006 9.014 -18.847
O 9.281 9.047 -19.673
O 6.756 8.585 -19.687
O 7.657 10.474 -18.335
O 8.022 8.046 -17.588
C 8.033 12.768 -12.924
C 6.681 12.326 -13.434
O 6.354 12.912 -14.681
H 8.775 12.676 -13.710
H 8.281 12.209 -12.018
H 7.960 13.814 -12.609
H 5.895 12.624 -12.735
H 6.632 11.242 -13.572
H 7.078 12.736 -15.331
C 3.215 6.478 -14.262
C 4.079 6.916 -15.406
O 5.229 7.593 -14.884
H 2.234 6.096 -14.555
H 3.061 7.293 -13.552
H 3.721 5.688 -13.694
H 3.539 7.608 -16.065
H 4.397 6.089 -16.043
H 5.992 7.200 -15.331
C 10.882 9.474 -14.950
C 9.630 10.094 -15.532
O 8.563 9.169 -15.463
H 11.769 10.111 -15.043
H 11.076 8.568 -15.528
H 10.717 9.183 -13.908
H 9.805 10.343 -16.588
H 9.318 11.026 -15.045
H 8.340 8.731 -16.410
C 1.686 12.508 -18.651
C 2.846 12.582 -17.658
O 3.606 11.387 -17.620
H 0.958 11.755 -18.351
H 2.048 12.268 -19.652
H 1.185 13.481 -18.707
H 2.450 12.754 -16.656
H 3.495 13.433 -17.893
H 4.108 11.341 -18.446
C 8.296 14.778 -17.271
C 8.767 13.359 -17.528
O 7.873 12.445 -16.936
H 7.307 14.937 -17.717
H 8.974 15.525 -17.696
H 8.179 14.964 -16.200
H 9.767 13.239 -17.069
H 8.872 13.132 -18.593
H 7.840 11.551 -17.558
*
```

=====

C3H7FO2 | ωB97M-V with the def2-TZVPD basis set

Summary:
ΔE to the lowest compared entry with this formula, charge and spin ... 2.782 eV
Expectation value of S² ... 2.01
E_LUMO (alpha / beta) ... 0.4108 / -5.0702 eV
Calculated total energy ... -368.524242 Eh

ORCA input file:
```
! RIJCOSX wB97M-V def2-TZVPD def2/J DEFGRID3
* xyz 0 3
C 1.142 1.416 0.360
C -1.749 -0.967 -0.607
C 0.361 0.073 0.235
O 1.083 -0.929 -0.233
O -0.846 0.180 -0.361
F 0.231 -0.224 1.651
H 0.444 2.217 0.262
H 1.700 1.207 1.240
H 1.756 1.634 -0.545
H -2.522 -0.456 -1.081
H -2.219 -1.393 0.314
H -1.386 -1.864 -1.226
H 2.004 -0.895 -0.009
*
```

=====

C5H10O2 | ωB97M-V with the def2-TZVPD basis set

Summary:
ΔE to the lowest compared entry with this formula, charge and spin ... 6.464 eV
E_LUMO (alpha / beta) ... 0.2507 / 0.2510 eV
Calculated total energy ... -346.787873 Eh

ORCA input file:
```
! RIJCOSX wB97M-V def2-TZVPD def2/J DEFGRID3
* xyz 0 1
C 0.581 -0.171 -1.703
C 0.109 -0.707 -0.483
C 0.726 -0.607 0.999
O 1.694 0.374 1.158
C -0.644 -0.292 1.630
C -0.926 0.218 0.229
O -0.634 1.544 0.177
H -1.199 0.234 -1.952
H 0.817 -0.827 -2.533
H 1.098 0.789 -1.714
H -0.308 -1.713 -0.570
H 1.168 -1.567 1.268
H 1.279 1.224 0.936
H -1.217 -1.183 1.893
H -0.643 0.445 2.435
H -1.802 0.216 -1.327
H -0.573 1.769 -0.773
*
```

=====

C9H14AuClI2NOPS | ωB97M-V with the def2-TZVPD basis set

Summary:
ΔE to the lowest compared entry with this formula, charge and spin ... 0.084 eV
Expectation value of S² ... 2.05
E_LUMO (alpha / beta) ... -8.8639 / -10.9554 eV
Calculated total energy ... -2411.527801 Eh

ORCA input file:
```
! RIJCOSX wB97M-V def2-TZVPD def2/J DEFGRID3
* xyz 2 3
I 2.575 -3.236 -0.486
I -2.326 -3.130 -1.395
Au 0.445 -1.313 -0.349
P 0.363 -0.255 -2.520
C -1.301 0.003 -3.207
C 1.133 1.392 -2.634
H 2.256 -1.418 -3.427
H 1.224 -0.710 -4.737
H 0.710 -2.211 -3.873
C 1.229 -1.247 -3.775
H 2.115 1.361 -2.149
H 1.233 1.677 -3.692
H -1.204 0.306 -4.261
H -1.795 0.794 -2.628
H 0.497 2.119 -2.117
H -1.878 -0.930 -3.122
C -1.621 -1.380 -0.306
O -2.365 -0.631 0.241
Cl 2.541 -0.129 -0.029
S 0.290 -1.779 2.133
C -0.019 -0.300 2.914
N -1.215 -0.205 3.593
C -1.535 0.850 4.400
C -0.643 1.893 4.542
C 0.575 1.849 3.850
C 0.875 0.768 3.024
H -1.850 -0.998 3.518
H -2.500 0.787 4.901
H -0.882 2.720 5.206
H 1.292 2.661 3.955
H 1.782 0.694 2.431
*
```

=====

C4H13NO2 | ωB97M-V with the def2-TZVPD basis set

Summary:
ΔE to the lowest compared entry with this formula, charge and spin ... 2.703 eV
Expectation value of S² ... 0.75
E_LUMO (alpha / beta) ... 2.9815 / 2.8830 eV
Calculated total energy ... -365.291735 Eh

ORCA input file:
```
! RIJCOSX wB97M-V def2-TZVPD def2/J DEFGRID3
* xyz -1 2
C 0.496 -2.043 -1.264
N -0.012 -1.127 -0.322
C -1.199 -1.703 0.356
C -3.012 -0.147 1.316
C -1.784 -0.825 1.451
H 0.323 -1.636 -2.371
H 1.521 -2.373 -1.065
H -0.070 -3.014 -1.212
H 0.709 -1.228 0.537
H -0.839 -2.716 0.794
H -2.009 -1.925 -0.321
H -3.246 0.726 1.896
H -3.709 -0.785 0.689
H -1.100 -0.644 2.338
H 3.446 2.749 -1.077
H 4.969 3.242 -0.907
O 4.022 3.597 -1.050
H 0.643 1.148 -0.594
H -0.614 1.006 0.095
O 0.110 1.608 0.087
*
```

=====

C6H8 | ωB97M-V with the def2-TZVPD basis set

Summary:
SMILES ... C1=C[C@H]2C[C@H]2C1
ΔE to the lowest compared entry with this formula, charge and spin ... 0.754 eV
E_LUMO ... 1.2494 eV
Calculated total energy ... -233.359283 Eh

ORCA input file:
```
! RIJCOSX wB97M-V def2-TZVPD def2/J DEFGRID3
* xyz 0 1
C -0.163 -1.356 0.488
C -1.131 -0.469 0.740
C -0.888 0.806 -0.011
C 0.489 1.312 0.439
C 0.348 0.511 -0.818
C 0.654 -0.962 -0.727
H 0.073 -2.217 1.103
H -1.905 -0.580 1.494
H -1.706 1.420 -0.382
H 0.808 0.828 1.356
H 0.915 2.298 0.319
H 0.508 1.070 -1.735
H 1.730 -1.151 -0.669
H 0.265 -1.510 -1.598
*
```

=====

C4H9O2 | ωB97M-V with the def2-TZVPD basis set

Summary:
ΔE to the lowest compared entry with this formula, charge and spin ... 1.327 eV
E_LUMO ... 3.9252 eV
Calculated total energy ... -308.296108 Eh

ORCA input file:
```
! RIJCOSX wB97M-V def2-TZVPD def2/J DEFGRID3
* xyz -1 1
C 1.894 -0.078 -1.490
C 0.336 -0.452 -1.533
O -0.484 0.418 -1.162
O 0.063 -1.546 -1.883
H 2.396 -0.914 -1.911
H 1.826 0.078 -0.387
H 1.951 0.884 -2.024
C -1.011 1.127 1.953
C -0.809 0.257 3.231
H -0.494 2.040 2.236
H -0.387 0.559 1.145
H -2.058 1.106 1.601
H -0.208 -0.681 2.936
H -1.773 -0.017 3.712
H -0.347 0.844 4.096
*
```

=====

C5H6O | ωB97M-V with the def2-TZVPD basis set

Summary:
ΔE to the lowest compared entry with this formula, charge and spin ... 6.228 eV
E_LUMO (alpha / beta) ... -0.3626 / -0.3635 eV
Calculated total energy ... -269.117382 Eh

ORCA input file:
```
! RIJCOSX wB97M-V def2-TZVPD def2/J DEFGRID3
* xyz 0 1
C -2.642 0.005 -0.045
C -1.275 -0.162 -0.167
C -0.102 -0.083 -0.712
C 1.140 0.482 -0.226
C 2.253 -0.446 0.070
O 2.296 0.370 -1.068
H -3.220 -0.639 0.611
H -1.452 -0.069 0.991
H -3.170 0.820 -0.540
H 1.122 1.425 0.326
H 2.107 -1.510 -0.115
H 2.944 -0.192 0.875
*
```